Record 1
DFT (wB97M-V/def2-TZVPD) results for a gas-phase ion, C4H12NS (charge +1) at a distorted geometry.

```
18
Properties=species:S:1:pos:R:3:nbo_charge:R:1
H -0.42 -1.72 0.52 0.40
H -0.90 1.32 -1.47 0.23
H -1.01 0.71 1.64 0.25
C -0.71 1.47 -0.41 -0.67
H -3.31 0.21 0.89 0.03
C -0.95 0.22 0.42 -0.34
H 0.82 -1.98 -1.43 0.24
H -1.39 2.24 -0.07 0.26
N 0.05 -0.86 0.20 -0.40
S -2.59 -0.57 0.11 0.42
H -0.67 -1.10 -1.78 0.24
H 0.30 1.84 -0.27 0.24
C 1.32 -0.72 0.93 -0.42
H 0.87 -0.23 -1.65 0.24
H 1.15 -0.85 2.00 0.24
H 1.74 0.27 0.76 0.23
H 2.03 -1.46 0.59 0.24
C 0.28 -1.05 -1.25 -0.43
```

Output
E_tot   -612.0776 Ha
Charge   +1
Expectation value of S²   2.00
Relative energy (zero: lowest compared OMol25 entry of this formula, charge and spin)   32.3 kcal per mole
2S+1   3
HOMO energy (alpha / beta)   -0.325 / -0.583 Ha



Record 2
DFT (wB97M-V/def2-TZVPD) results for a molecular structure, C23H61FFeO8 at a distorted geometry.

```
94
Properties=species:S:1:pos:R:3:lowdin_spin:R:1
H 7.03 -6.41 -8.82 0.00
H 5.76 -10.72 -9.19 0.00
C 6.87 -14.60 -9.50 0.00
H 12.23 -14.67 -5.45 0.00
H 13.07 -9.70 -10.03 0.00
H 12.62 -11.29 -8.16 0.00
H 8.00 -9.62 -5.59 0.01
H 9.17 -12.83 -4.49 0.00
H 9.91 -15.44 -3.70 0.00
H 3.67 -9.76 -7.70 0.00
H 9.15 -8.38 -9.31 0.00
H 8.60 -14.65 -1.68 0.00
H 6.27 -11.63 -5.75 0.00
H 9.65 -8.66 -4.16 0.00
H 13.16 -8.00 -7.26 0.00
C 11.32 -15.54 -7.96 0.00
H 13.62 -14.67 -6.53 0.00
Fe 9.77 -11.72 -8.20 4.14
C 9.75 -14.38 -3.49 0.00
O 10.59 -13.36 -7.17 0.05
H 8.61 -10.80 -4.46 0.01
O 11.72 -10.96 -8.13 0.04
C 7.28 -7.20 -8.10 0.00
H 6.00 -13.82 -6.92 0.00
H 12.38 -8.10 -9.81 0.00
H 8.00 -13.33 -2.59 0.00
H 12.95 -13.14 -5.98 0.00
H 4.53 -11.68 -6.04 0.00
H 6.43 -15.50 -6.96 0.00
H 6.74 -7.49 -4.97 0.00
O 9.42 -7.47 -9.13 0.00
H 5.78 -8.19 -1.40 0.00
C 8.79 -7.17 -7.89 0.00
H 10.52 -8.77 -5.75 0.00
C 8.89 -10.21 -5.35 0.05
H 11.13 -14.36 -1.81 0.00
H 8.60 -14.78 -8.18 0.00
O 5.69 -11.25 -8.38 0.00
H 12.23 -13.62 -8.35 0.00
C 7.66 -14.24 -8.24 0.00
H 10.85 -16.06 -7.12 0.00
C 10.06 -9.31 -4.93 0.03
C 8.43 -14.33 -2.71 0.00
C 5.70 -7.78 -2.41 0.00
H 4.90 -7.05 -2.47 0.00
C 5.39 -11.02 -6.00 0.00
C 9.33 -5.89 -7.28 0.00
H 7.52 -6.23 -1.15 0.00
F 8.95 -10.31 -9.19 0.14
H 7.81 -7.91 -2.69 0.00
H 9.43 -5.14 -8.07 0.00
C 12.99 -9.08 -7.26 0.00
C 7.04 -7.14 -2.81 0.00
C 12.19 -9.16 -9.66 0.00
H 10.32 -5.89 -6.83 0.00
H 10.82 -9.92 -4.43 0.00
H 13.92 -9.59 -7.54 0.00
H 11.39 -9.50 -10.31 0.00
H 10.92 -9.10 -7.94 0.00
H 4.61 -8.48 -6.82 0.00
C 5.70 -10.29 -7.32 0.00
H 6.67 -7.01 -7.21 0.00
C 10.88 -13.77 -2.68 0.00
H 11.76 -13.61 -3.31 0.00
H 10.56 -12.78 -2.33 0.00
C 4.62 -9.24 -7.60 0.00
H 12.75 -9.28 -6.21 0.00
C 11.77 -14.16 -7.51 0.00
H 12.18 -16.11 -8.31 0.00
H 4.79 -8.80 -8.58 0.00
C 12.68 -14.16 -6.29 0.00
H 10.61 -15.46 -8.78 0.00
H 5.90 -14.11 -9.50 0.00
H 5.24 -10.32 -5.19 0.00
O 9.55 -13.68 -4.73 0.00
H 6.65 -15.67 -9.48 0.00
H 7.34 -14.33 -10.44 0.00
H 6.31 -5.90 -4.45 0.00
O 7.27 -5.98 -2.05 0.00
C 7.02 -6.70 -4.27 0.00
H 7.10 -12.32 -8.45 0.00
H 8.96 -7.97 -7.14 0.00
H 8.55 -5.54 -6.61 0.00
H 6.87 -8.11 -8.54 0.00
H 8.02 -6.32 -4.49 0.00
O 9.26 -11.02 -6.41 0.47
H 5.45 -8.63 -3.05 0.00
H 10.28 -13.63 -6.27 0.00
C 6.85 -14.50 -6.97 0.00
H 7.50 -14.35 -6.11 0.00
H 6.67 -9.80 -7.22 0.00
O 7.95 -12.82 -8.33 0.04
C 11.90 -9.49 -8.20 0.00
H 7.65 -14.93 -3.18 0.00
```

Output
E_tot   -2878.2144 Ha
Charge   +1
Expectation value of S²   8.76
Relative energy (zero: lowest compared OMol25 entry of this formula, charge and spin)   0.0 kcal per mole
2S+1   6
HOMO energy (alpha / beta)   -0.440 / -0.440 Ha



Record 3
DFT (wB97M-V/def2-TZVPD) results for a molecular structure, C43H33BCaCl2N5O4P at a distorted geometry.

```
90
Properties=species:S:1:pos:R:3:lowdin_charge:R:1
C 2.80 -2.04 -2.66 -0.22
C -2.03 -3.85 1.27 -0.03
Cl 1.14 4.56 4.37 0.65
B -1.69 -1.48 5.44 -0.47
H 3.55 5.70 3.50 0.09
C 3.34 4.87 2.84 -0.16
C 2.98 -6.84 0.26 -0.10
C 3.94 3.52 0.93 -0.19
H -4.65 -1.86 1.98 0.10
H 4.26 -5.89 3.24 0.10
C -2.80 -2.70 1.35 -0.13
H 5.65 3.74 -0.37 0.08
N -3.06 -0.40 0.80 0.06
H 2.89 0.59 -1.30 0.10
H 0.53 4.49 -1.19 0.10
C 2.19 4.12 3.05 -0.59
H 1.54 -0.51 4.17 0.11
O -0.42 -0.58 -2.22 -0.02
Ca -0.15 0.70 1.11 1.35
C -2.32 3.12 0.06 -0.15
H -1.92 -5.96 1.65 0.09
Cl 5.64 5.58 1.60 0.60
N 0.81 -1.03 -1.86 -0.02
C 4.75 3.18 -0.18 -0.05
H 3.96 -7.92 1.84 0.09
C 1.81 -1.52 2.31 -0.13
C 3.20 1.42 -0.67 -0.15
C 2.61 -1.68 1.17 -0.38
H 5.67 -2.30 -4.48 0.09
O 0.82 2.30 2.39 -0.20
C -0.48 4.45 -0.81 -0.03
H 1.02 -1.46 -3.85 0.13
O -0.28 2.11 -0.62 -0.24
C 3.36 0.10 3.19 -0.07
H -4.03 1.91 0.75 0.11
C 2.78 2.75 1.15 -0.14
H -3.12 6.44 -0.03 0.07
C -1.24 5.59 -0.65 -0.13
C -4.08 -2.77 1.90 -0.03
C 2.71 -4.46 0.59 -0.38
H 4.41 -1.04 0.19 0.09
C -2.98 1.87 0.44 -0.10
C 3.61 -6.95 1.49 -0.11
H 4.97 1.85 -1.85 0.10
C 2.19 -0.65 3.31 -0.07
H 2.02 -5.54 -1.14 0.10
C 3.33 -4.58 1.82 -0.08
C 4.55 -3.06 -1.37 -0.10
C -3.06 4.30 0.19 -0.09
H -0.82 -0.32 -1.38 0.05
H -1.15 -2.57 5.26 -0.02
C -2.54 5.54 -0.15 -0.15
C -1.32 -0.55 4.19 -0.24
H 0.87 -2.06 2.39 0.10
C 1.84 3.02 2.24 -0.43
H 3.34 -1.52 -4.67 0.11
C -2.53 -5.07 1.72 -0.10
H 2.83 -7.72 -0.36 0.09
C 4.15 -0.05 2.07 -0.09
H 5.05 0.55 1.94 0.11
C -3.80 -5.13 2.27 -0.12
H 3.48 -3.71 2.44 0.10
H 6.46 -3.28 -2.32 0.10
P 2.03 -2.88 -0.08 1.14
H -1.25 -0.95 6.44 -0.02
C 3.69 -1.95 -3.74 -0.05
H -0.80 6.55 -0.92 0.09
H -4.18 -6.07 2.65 0.09
C 3.23 -2.63 -1.46 -0.30
H -4.07 4.23 0.59 0.10
H 3.62 0.82 3.95 0.11
H 4.90 -3.50 -0.45 0.11
N -1.05 0.12 3.29 0.05
C -0.98 3.17 -0.46 -0.40
C -2.20 -1.40 0.87 -0.52
C -4.57 -3.98 2.36 -0.10
N -2.38 0.74 0.43 -0.13
O -0.96 -1.40 0.59 -0.23
H -2.90 -1.60 5.48 -0.02
C 1.46 -1.49 -2.85 -0.14
H -1.04 -3.77 0.82 0.09
C 3.78 -5.82 2.27 -0.09
H -5.56 -4.02 2.80 0.09
C 3.79 -0.94 1.06 -0.11
C 4.99 -2.39 -3.64 -0.10
C 5.43 -2.94 -2.43 -0.09
C 4.38 2.14 -0.98 -0.06
C 2.52 -5.61 -0.18 -0.11
N 2.45 1.70 0.35 0.12
C 4.20 4.59 1.82 -0.63
```

Output
E_tot   -4197.5610 Ha
Charge   -2
Relative energy (zero: lowest compared OMol25 entry of this formula, charge and spin)   27.7 kcal per mole
HOMO energy   -0.078 Ha



Record 4
DFT (wB97M-V/def2-TZVPD) results for a molecular structure, C4H4Br4 at a distorted geometry.

```
12
Properties=species:S:1:pos:R:3:nbo_charge:R:1
C -0.64 -0.72 0.22 -0.18
H 1.50 1.50 0.15 0.23
H 1.27 0.64 -1.42 0.22
Br -1.56 -1.22 1.88 0.07
Br -1.71 1.14 -1.86 0.11
C 0.89 -0.66 0.35 -0.50
H 1.20 -0.60 1.39 0.24
C -0.80 0.75 -0.22 -0.27
Br -1.23 -1.98 -1.15 0.08
C 1.01 0.69 -0.37 -0.35
H 1.40 -1.49 -0.13 0.24
Br -1.34 1.96 1.16 0.11
```

Output
E_tot   -10450.8213 Ha
Relative energy (zero: lowest compared OMol25 entry of this formula, charge and spin)   7.5 kcal per mole
HOMO energy   -0.355 Ha



E_tot of number 4 (C4H4Br4)?
-10450.8213 Ha



The highest relative energy (zero: lowest compared OMol25 entry of this formula, charge and spin) belongs to which entry?
C4H12NS



Which value of relative energy (zero: lowest compared OMol25 entry of this formula, charge and spin) does entry 4 give?
7.5 kcal per mole



Look up the E_tot of the first one.
-612.0776 Ha